[1]
{"formula": "C6H10N2O", "method": "ωB97M-V with the def2-TZVPD basis set", "orbital_gap_ha": 0.3245, "e_tot_ha": -419.11196, "homo_energy_ha": -0.3015, "e_above_lowest_kj_mol": 720.8, "lumo_energy_ev": 0.6256, "total_charge": 0, "max_force_ev_per_a": 8.8, "elements": ["C", "C", "C", "C", "C", "C", "H", "H", "H", "H", "H", "H", "H", "H", "H", "H", "N", "N", "O"], "positions_angstrom": [[0.217687, 2.225978, 1.017626], [0.081922, 0.497563, -0.279518], [-0.595995, -0.567228, 0.048876], [-2.010968, -0.674437, 0.266715], [0.102975, -1.899346, -0.015076], [1.858285, -0.833545, -1.103141], [-0.943854, 3.031201, 1.383163], [0.443059, 1.486475, 1.913923], [1.332236, 2.731270, 0.389577], [-2.119586, -0.554481, 1.481311], [-2.585920, -1.386136, -0.231088], [-2.117605, 0.339671, -0.081341], [-0.354609, -2.990583, -0.224062], [0.383148, -1.971448, 1.036780], [2.714456, -0.840067, -2.039813], [1.387843, 1.016118, -1.749680], [1.322495, -1.871066, -0.939065], [1.378754, 0.541287, -0.705708], [-0.494321, 1.718774, -0.169476]], "atomic_forces_ev_per_a": [[-1.497, 3.886, -0.826], [-1.555, -0.090, -0.617], [1.162, -4.545, -2.158], [0.222, 4.154, 4.721], [1.635, -2.007, -0.369], [3.961, 6.384, -4.488], [4.452, -1.731, -0.517], [-0.495, 1.283, -2.274], [-3.539, -1.063, 3.044], [-0.623, -0.880, -2.814], [-0.619, -1.274, -0.527], [-2.399, 0.472, -0.032], [-0.002, 3.067, 0.137], [0.899, -0.742, 0.081], [-1.923, 0.637, 2.961], [0.011, -0.862, 3.457], [-3.726, -5.540, 3.071], [2.966, -0.945, -4.514], [1.068, -0.206, 1.664]]}

***

[2]
{"formula": "C27H50CoGeN4O4PSi3", "method": "ωB97M-V with the def2-TZVPD basis set", "orbital_gap_ha": [0.2618, 0.2676], "e_tot_ha": -6248.29079, "homo_energy_ha": [-0.3896, -0.3928], "e_above_lowest_kj_mol": 120.3, "lumo_energy_ev": [-3.4776, -3.4060], "s_squared": 0.765, "total_charge": 1, "multiplicity": 2, "max_force_ev_per_a": 2.7, "elements": ["Co", "N", "C", "C", "O", "N", "C", "C", "O", "O", "H", "H", "H", "H", "H", "H", "C", "Si", "C", "C", "Ge", "Si", "C", "C", "C", "Si", "C", "C", "C", "H", "H", "H", "H", "H", "H", "H", "H", "H", "H", "H", "H", "H", "H", "H", "H", "H", "H", "H", "H", "H", "H", "H", "H", "H", "H", "H", "C", "P", "C", "C", "C", "C", "C", "C", "C", "H", "H", "H", "H", "H", "H", "H", "H", "H", "H", "H", "N", "C", "O", "C", "C", "C", "N", "C", "C", "H", "H", "H", "H", "H", "H"], "positions_angstrom": [[-1.162841, 0.508550, -0.974433], [-0.497926, 0.880097, -2.998543], [-1.014680, -0.257332, -3.797838], [-1.133161, -1.469932, -2.896216], [-0.714229, -2.567030, -3.228826], [-1.739370, -1.131648, -1.736800], [-2.044056, -2.152884, -0.763538], [-1.547398, -1.664297, 0.568536], [-2.064545, -1.928781, 1.614507], [-0.439989, -0.842797, 0.550758], [-0.745092, 1.747997, -3.459653], [0.512173, 0.840182, -2.953745], [-0.413493, -0.492889, -4.673240], [-2.018923, 0.012899, -4.125587], [-1.578099, -3.115749, -0.997878], [-3.117108, -2.310907, -0.675187], [0.569724, -3.958290, 1.788833], [1.565388, -3.635879, 0.255449], [1.024325, -4.606374, -1.245508], [3.368766, -4.010106, 0.523741], [1.339601, -1.231989, -0.232478], [2.410980, -0.354167, 1.787666], [4.026152, -1.154570, 2.277416], [1.225046, -0.455026, 3.236586], [2.927937, 1.428696, 1.466885], [3.086447, -0.830047, -2.030508], [4.814766, -1.213407, -1.515018], [2.989694, 1.018768, -2.339154], [2.525483, -1.745398, -3.544390], [0.692958, -5.001351, 2.101571], [-0.496155, -3.784632, 1.649222], [0.904111, -3.318854, 2.608917], [0.429333, -5.482451, -0.966023], [1.904203, -4.969638, -1.784632], [0.428691, -4.010532, -1.933677], [3.456828, -5.094919, 0.657639], [3.801122, -3.534718, 1.397483], [3.971320, -3.745612, -0.345547], [3.888009, -2.114603, 2.774208], [4.505548, -0.482018, 2.997314], [4.718721, -1.294929, 1.445155], [1.484559, -1.297296, 3.883102], [0.191073, -0.593604, 2.917577], [1.283508, 0.453770, 3.846051], [3.726145, 1.454768, 0.718034], [3.336495, 1.874279, 2.381522], [2.123737, 2.074210, 1.120184], [5.140272, -0.617518, -0.660312], [5.421720, -0.938383, -2.384918], [4.995823, -2.261228, -1.283833], [2.879393, 1.587309, -1.414506], [2.160725, 1.267941, -3.001807], [3.900112, 1.370526, -2.837926], [3.078008, -2.679881, -3.678299], [2.709947, -1.123557, -4.427610], [1.467640, -2.005175, -3.507281], [-4.256123, 1.272936, -2.312159], [-3.202659, 1.515242, -0.855319], [-3.426804, 3.271345, -0.445608], [-4.103475, 0.664772, 0.473390], [-3.938747, 1.079979, 1.796323], [-4.487887, 0.346437, 2.836861], [-5.202695, -0.812220, 2.568208], [-5.396024, -1.216187, 1.256542], [-4.847146, -0.484557, 0.213841], [-4.155105, 0.250521, -2.673557], [-3.930845, 1.949674, -3.104356], [-5.298921, 1.480183, -2.072876], [-4.461812, 3.448991, -0.155024], [-3.186267, 3.881880, -1.317610], [-2.767010, 3.574224, 0.368203], [-3.383970, 1.985136, 2.020242], [-4.354042, 0.676396, 3.859043], [-5.613278, -1.396479, 3.380987], [-5.967944, -2.109884, 1.043341], [-5.005976, -0.813931, -0.806204], [0.406663, 5.693790, 3.422815], [0.551717, 5.634993, 2.082292], [0.940212, 6.561205, 1.406916], [0.223401, 4.309445, 1.406761], [0.523132, 4.215865, 0.057378], [0.305381, 3.020260, -0.596987], [-0.187316, 1.936042, 0.013235], [-0.495076, 2.032690, 1.313544], [-0.308925, 3.196548, 2.038471], [0.646529, 6.558756, 3.878351], [0.088365, 4.928364, 3.985052], [0.933220, 5.074028, -0.457188], [0.561646, 2.909310, -1.642692], [-0.871975, 1.131228, 1.780988], [-0.589660, 3.193427, 3.083349]], "atomic_forces_ev_per_a": [[0.687, -0.207, -0.200], [-0.250, -0.079, 0.101], [0.045, 0.190, -0.063], [-0.130, 0.192, 0.266], [-0.292, -0.229, -0.096], [-0.166, 0.059, -0.278], [0.315, 0.197, -0.177], [0.272, -0.406, 0.726], [0.007, 0.149, 0.009], [-0.535, 0.435, -1.248], [0.069, 0.098, 0.101], [0.041, -0.043, -0.113], [0.124, 0.054, 0.020], [0.007, -0.056, -0.079], [0.088, 0.034, -0.057], [-0.023, -0.098, 0.084], [-0.018, -0.292, 0.206], [-0.376, 0.591, -0.509], [-0.134, -0.306, 0.036], [0.192, -0.159, 0.076], [1.584, -1.406, 1.678], [-0.142, 0.377, -0.318], [0.162, -0.174, 0.082], [-0.120, 0.063, 0.137], [0.090, 0.157, 0.109], [-1.644, 0.870, -0.407], [0.097, -0.243, 0.557], [0.325, 0.157, -0.075], [0.250, -0.211, -0.213], [0.012, 0.068, 0.001], [0.014, -0.022, 0.021], [-0.034, -0.018, 0.002], [0.075, 0.020, -0.011], [-0.051, 0.022, -0.006], [-0.032, -0.019, -0.068], [-0.005, 0.060, -0.036], [0.025, -0.034, -0.004], [-0.028, -0.071, 0.008], [0.019, 0.039, 0.026], [-0.017, -0.031, -0.043], [-0.026, -0.011, 0.066], [-0.016, 0.036, -0.017], [0.029, -0.024, 0.053], [0.023, -0.070, -0.025], [-0.031, 0.012, 0.034], [-0.021, -0.049, -0.049], [0.029, 0.032, -0.034], [0.027, 0.035, -0.105], [-0.016, -0.006, 0.042], [0.051, 0.032, -0.079], [0.005, -0.015, -0.017], [0.136, 0.093, -0.067], [-0.073, 0.006, 0.000], [-0.040, 0.037, -0.015], [0.010, -0.086, 0.007], [0.005, 0.011, -0.041], [0.043, 0.091, -0.111], [-0.272, -0.418, 0.221], [0.116, 0.117, -0.092], [0.086, -0.025, 0.075], [-0.010, -0.027, -0.010], [0.025, 0.009, -0.028], [-0.026, 0.029, 0.010], [0.016, -0.004, -0.006], [-0.046, 0.041, -0.019], [-0.006, -0.004, 0.024], [-0.013, -0.009, -0.008], [-0.011, 0.008, -0.028], [0.001, 0.047, -0.008], [0.004, 0.001, 0.020], [-0.022, -0.024, -0.003], [-0.006, -0.028, 0.003], [0.003, -0.007, -0.014], [-0.010, 0.020, -0.011], [0.006, 0.009, -0.003], [0.010, -0.012, 0.024], [-0.020, 0.048, 0.002], [-0.087, -0.178, -0.118], [0.005, 0.051, 0.011], [0.063, 0.205, 0.173], [0.135, -0.087, -0.129], [0.171, 0.029, -0.030], [-0.819, 0.521, -0.105], [0.164, -0.062, 0.127], [0.036, -0.146, 0.060], [-0.019, 0.004, 0.008], [0.034, -0.025, -0.002], [0.012, -0.020, 0.019], [-0.104, 0.037, -0.006], [-0.095, 0.057, -0.038], [0.040, -0.014, -0.007]]}